# 1
{
  "formula": "C3H4NOP",
  "method": "ωB97M-V/def2-TZVPD",
  "homo_ev": -8.83,
  "de_lowest_kcal_mol": 49.83,
  "mol_weight_g_mol": 101.045,
  "charge": 0,
  "smiles": "O/C=N\\C=C=P",
  "orbital_gap_ev": 9.0,
  "e_tot_ha": -587.946991,
  "elements": ["O", "H", "C", "P", "H", "C", "H", "N", "C", "H"],
  "xyz": [[-0.198, -1.764, -1.000], [-1.810, -1.998, 0.226], [0.643, 1.196, 0.713], [2.208, 1.262, 1.328], [0.044, -1.096, -1.627], [-0.503, 0.989, 0.141], [3.073, 1.084, 0.185], [-1.262, -0.147, 0.354], [-1.051, -1.319, -0.138], [-1.146, 1.793, -0.182]]
}



# 2
{
  "formula": "C5H12NS",
  "method": "ωB97M-V/def2-TZVPD",
  "homo_ev": -13.85,
  "de_lowest_kcal_mol": 41.25,
  "mol_weight_g_mol": 118.225,
  "charge": 1,
  "orbital_gap_ev": 8.4,
  "e_tot_ha": -650.349015,
  "elements": ["C", "H", "C", "H", "N", "H", "H", "H", "C", "H", "H", "C", "H", "H", "C", "H", "S", "H", "H"],
  "xyz": [[-0.823, -2.322, 2.086], [0.451, 0.355, -2.263], [-0.988, -1.153, 1.460], [-1.700, -0.437, 1.849], [1.111, 1.897, 0.162], [-0.934, -0.700, -2.532], [1.976, 1.559, -0.242], [-0.275, 1.146, -0.206], [-0.933, 0.269, -0.597], [-0.188, -3.111, 1.712], [-1.134, 1.050, -2.592], [-0.617, 0.241, -2.085], [-1.977, 0.481, -0.378], [1.218, 1.928, 1.170], [-0.376, -0.773, 0.216], [0.977, 2.852, -0.157], [1.053, -1.506, -0.362], [-1.364, -2.550, 2.987], [1.337, -2.230, 0.729]]
}



# 3
{
  "formula": "C4H10O2",
  "method": "ωB97M-V/def2-TZVPD",
  "homo_ev": -9.89,
  "de_lowest_kcal_mol": 47.35,
  "mol_weight_g_mol": 90.122,
  "charge": 0,
  "smiles": "C[C@@H]1CO1.CO",
  "orbital_gap_ev": 10.9,
  "e_tot_ha": -308.822706,
  "elements": ["H", "H", "O", "H", "H", "C", "O", "H", "H", "H", "C", "C", "H", "H", "C", "H"],
  "xyz": [[-0.546, -1.323, -0.455], [-0.938, -0.046, 1.391], [-1.803, -0.429, 1.601], [-3.066, -0.353, -0.056], [1.727, -1.008, 0.560], [1.425, -0.328, -0.238], [0.338, 0.525, 0.123], [2.125, 1.010, -1.758], [3.153, -0.424, -1.513], [-3.635, 0.469, 1.411], [2.538, 0.329, -1.008], [-2.748, 0.253, 0.807], [3.182, 0.906, -0.337], [-0.094, -0.184, -1.840], [0.099, -0.524, -0.822], [-2.358, 1.204, 0.422]]
}



# 4
{
  "formula": "H4InO2",
  "method": "ωB97M-V/def2-TZVPD",
  "homo_ev": -27.97,
  "de_lowest_kcal_mol": 77.82,
  "mol_weight_g_mol": 150.848,
  "charge": 3,
  "orbital_gap_ev": 4.8,
  "e_tot_ha": -341.342154,
  "elements": ["H", "O", "H", "H", "H", "O", "In"],
  "xyz": [[1.238, 0.043, -1.168], [0.344, 0.092, -1.509], [-0.515, 0.520, 2.463], [0.504, 0.330, 1.361], [0.431, 0.555, -2.342], [-0.426, 0.224, 1.557], [-1.576, -1.766, -0.361]]
}



# 5
{
  "formula": "C5H12N3",
  "method": "ωB97M-V/def2-TZVPD",
  "multiplicity": 3,
  "homo_ev": [-8.71, -14.25],
  "de_lowest_kcal_mol": 28.97,
  "mol_weight_g_mol": 114.172,
  "charge": 1,
  "orbital_gap_ev": [5.9, 7.5],
  "e_tot_ha": -361.529113,
  "elements": ["C", "H", "H", "H", "C", "N", "H", "H", "N", "H", "H", "H", "C", "C", "H", "N", "H", "H", "C", "H"],
  "xyz": [[0.074, -1.275, -0.260], [-0.206, 1.127, -0.646], [-3.619, 1.116, -0.291], [-1.943, 0.332, -0.186], [1.185, 0.042, 1.396], [-2.645, 1.037, -0.452], [1.088, -2.659, 1.040], [0.703, -0.051, 2.326], [-0.744, 1.955, -1.153], [-0.289, 2.684, -1.629], [3.132, 0.137, 0.371], [-0.056, -3.382, -0.191], [0.773, -2.600, 0.055], [2.519, 0.187, 1.313], [3.070, 0.339, 2.287], [0.325, -0.153, 0.296], [-0.571, -1.086, -1.071], [-2.405, 2.803, -1.551], [-2.008, 1.985, -1.001], [1.618, -2.541, -0.654]]
}



# 6
{
  "formula": "C5H4N2",
  "method": "ωB97M-V/def2-TZVPD",
  "homo_ev": [-8.10, -8.11],
  "de_lowest_kcal_mol": 152.68,
  "mol_weight_g_mol": 92.101,
  "charge": 0,
  "orbital_gap_ev": [7.6, 6.8],
  "e_tot_ha": -302.185002,
  "elements": ["C", "H", "N", "C", "H", "N", "H", "C", "C", "C", "H"],
  "xyz": [[2.441, -0.073, -0.034], [-2.435, -0.186, -0.770], [-0.893, 1.015, -0.480], [-1.047, -1.094, 0.538], [0.741, 2.103, 0.029], [-1.504, -0.163, -0.384], [2.716, 0.334, -1.013], [1.114, -0.122, 0.275], [0.263, -1.080, 0.837], [0.318, 1.108, -0.044], [-1.800, -1.732, 0.990]]
}



# 7
{
  "formula": "C2H2OS2",
  "method": "ωB97M-V/def2-TZVPD",
  "homo_ev": -7.75,
  "de_lowest_kcal_mol": 84.32,
  "mol_weight_g_mol": 106.171,
  "charge": 0,
  "orbital_gap_ev": 7.2,
  "e_tot_ha": -948.870643,
  "elements": ["H", "O", "C", "S", "H", "C", "S"],
  "xyz": [[1.851, -0.912, 0.600], [1.198, 0.699, -0.665], [-1.898, -0.144, 0.387], [-1.349, -1.552, 0.812], [0.472, 0.421, -1.257], [1.880, 0.207, 0.255], [-2.154, 1.281, -0.132]]
}



# 8
{
  "formula": "C5H6ClNO2S",
  "method": "ωB97M-V/def2-TZVPD",
  "homo_ev": -9.89,
  "de_lowest_kcal_mol": 23.31,
  "mol_weight_g_mol": 179.628,
  "charge": 0,
  "orbital_gap_ev": 8.9,
  "e_tot_ha": -1257.661162,
  "elements": ["O", "C", "C", "C", "H", "Cl", "C", "O", "H", "H", "S", "H", "H", "H", "C", "N"],
  "xyz": [[-3.320, -1.603, -0.334], [-0.505, -1.339, 0.096], [2.058, 1.294, -0.119], [-1.178, -0.284, -0.329], [2.554, 1.526, 0.912], [-4.112, 0.590, 1.108], [0.943, -1.017, 0.170], [-0.555, 1.953, -0.812], [1.524, 2.258, -0.397], [1.387, -1.362, 1.181], [-2.995, -0.208, -0.525], [-0.990, -2.281, 0.614], [1.736, -1.502, -0.505], [2.837, 0.673, -0.673], [-0.284, 0.860, -0.416], [0.898, 0.443, 0.029]]
}



# 9
{
  "formula": "C32H36BNO2S",
  "method": "ωB97M-V/def2-TZVPD",
  "homo_ev": -4.97,
  "de_lowest_kcal_mol": 70.16,
  "mol_weight_g_mol": 509.524,
  "charge": 0,
  "orbital_gap_ev": 5.2,
  "e_tot_ha": -1869.106045,
  "elements": ["O", "H", "H", "H", "C", "H", "C", "H", "H", "C", "C", "H", "C", "C", "H", "H", "H", "H", "H", "N", "C", "C", "H", "H", "H", "H", "H", "C", "H", "C", "C", "C", "H", "C", "H", "O", "H", "C", "C", "H", "C", "C", "H", "C", "H", "C", "H", "C", "C", "H", "H", "C", "C", "H", "C", "C", "C", "H", "C", "C", "C", "H", "H", "H", "C", "C", "H", "S", "H", "H", "B", "C", "H"],
  "xyz": [[1.634, -0.446, 3.335], [-2.954, 1.098, 4.342], [-0.580, -1.881, 0.120], [-1.983, 3.270, -0.096], [2.038, -2.780, 2.804], [2.159, -2.424, 0.112], [-0.667, 1.962, 0.954], [-3.078, 5.459, 2.683], [1.733, -3.053, 3.826], [-1.640, -1.726, -0.097], [-3.795, -0.694, 0.346], [4.505, 5.180, 3.106], [-2.260, -2.399, -1.183], [-1.973, 3.733, 1.996], [-0.202, -1.202, 4.196], [4.651, -1.787, 3.498], [-5.413, -1.034, -0.985], [-4.045, 4.268, 1.788], [4.980, -0.204, 1.417], [-2.139, -0.127, 1.840], [0.984, 2.157, 3.068], [-0.817, 0.014, 2.537], [-1.789, 3.998, 4.103], [-1.954, -0.952, 4.048], [-0.279, -0.751, 1.948], [3.920, -2.454, 0.445], [3.983, -0.204, 4.012], [3.061, -1.809, 0.226], [-6.394, 0.403, 0.746], [-3.609, -2.172, -1.515], [-5.658, 0.650, 1.519], [4.058, 4.759, 2.196], [-5.117, 2.368, 4.438], [-3.050, 4.750, 1.846], [4.887, 4.329, 1.623], [1.671, -0.021, 1.009], [1.153, -2.835, 2.160], [-0.367, 1.427, 2.285], [2.974, 3.259, 3.895], [-4.057, -2.685, -2.356], [2.892, -0.800, 1.337], [1.999, 2.290, 4.136], [1.898, 1.708, 5.045], [-4.913, 1.696, 3.594], [3.955, 0.777, 0.325], [2.630, -1.374, 2.798], [2.780, -3.517, 2.475], [-3.337, 0.407, 2.307], [-4.382, -1.289, -0.764], [3.661, 5.588, 1.614], [3.243, -1.289, -0.714], [3.016, 3.780, 2.596], [3.755, -1.258, 3.813], [3.835, 1.033, 2.065], [-0.976, -0.461, 3.977], [-3.647, 1.069, 3.500], [-0.531, 2.373, 3.426], [-0.914, 0.328, 4.695], [-1.545, 3.008, 0.870], [-5.910, 1.469, 2.625], [-2.420, -0.861, 0.676], [-1.692, -3.104, -1.791], [-0.371, 1.385, 0.086], [-0.411, 2.051, 4.491], [3.997, 0.262, 1.297], [-1.434, 3.452, 3.247], [-2.910, 5.317, 0.908], [1.698, 3.176, 1.691], [3.671, 3.567, 4.667], [3.410, -1.695, 4.761], [1.195, 0.303, 2.235], [-4.376, 0.137, 1.373], [-6.882, 1.917, 2.740]]
}



# 10
{
  "formula": "C26H32ClFMnN2O2",
  "method": "ωB97M-V/def2-TZVPD",
  "multiplicity": 5,
  "homo_ev": [-2.01, -1.25],
  "mol_weight_g_mol": 513.943,
  "charge": -1,
  "orbital_gap_ev": [4.8, 4.1],
  "e_tot_ha": -2980.899755,
  "elements": ["H", "C", "C", "C", "H", "H", "C", "H", "H", "C", "H", "H", "C", "C", "H", "C", "C", "H", "H", "H", "H", "C", "Cl", "N", "C", "C", "C", "C", "H", "H", "O", "C", "C", "H", "C", "H", "H", "C", "H", "H", "Mn", "O", "H", "H", "H", "C", "C", "H", "H", "H", "H", "H", "C", "C", "C", "N", "C", "H", "C", "H", "H", "C", "F", "H", "H"],
  "xyz": [[1.036, -0.360, 1.027], [1.006, -1.247, -1.263], [-0.234, -3.181, -0.263], [-1.306, -3.410, -3.047], [-2.526, -0.147, 2.832], [2.805, -1.765, 4.285], [-0.252, -2.449, -2.702], [-0.421, 3.441, -1.269], [-4.423, -2.748, 1.105], [-3.845, -0.680, -0.291], [1.519, 4.567, 1.731], [-2.279, -3.139, -2.592], [0.231, -2.339, -1.420], [-1.459, -2.575, 0.422], [3.034, 0.075, -4.470], [2.919, 0.311, -1.614], [-3.023, -1.027, 0.934], [3.067, 4.448, -0.336], [1.492, -0.033, -5.403], [2.215, -1.586, 1.871], [-3.833, -1.508, -1.000], [0.333, 0.639, 4.479], [-1.457, 1.130, -1.668], [1.431, 1.744, -0.190], [1.273, 3.237, 0.061], [0.694, -0.061, 2.171], [1.728, -0.990, 2.643], [1.780, -0.576, -2.072], [0.575, -3.209, 0.500], [-3.346, -2.478, 2.534], [-2.450, -3.325, 0.844], [1.350, -0.627, -3.398], [1.316, -0.259, 4.839], [3.664, 0.510, -2.398], [1.583, 3.496, 1.524], [-1.046, -4.400, -2.656], [1.845, 4.492, -1.667], [2.291, 3.885, -0.864], [0.008, -1.703, -4.750], [-4.880, -0.517, 0.021], [0.124, -0.010, -0.144], [2.983, 2.763, -1.529], [1.781, 1.303, -4.235], [0.896, 2.960, 2.188], [-0.496, -4.209, -0.558], [1.945, 0.227, -4.439], [0.340, -1.580, -3.680], [-4.180, 0.124, 2.311], [-0.197, 1.260, 5.191], [-0.121, 4.827, -0.207], [-3.461, 0.209, -0.800], [-1.414, -3.435, -4.133], [-3.149, 0.077, 1.968], [-0.132, 3.728, -0.262], [0.010, 0.747, 3.085], [-1.558, -1.229, 0.552], [2.459, 1.663, -1.067], [-0.727, 1.415, 2.716], [2.049, -1.095, 3.968], [-0.897, 3.365, 0.415], [2.603, 3.171, 1.722], [-3.442, -2.399, 1.440], [1.643, -0.352, 6.194], [-2.878, 1.057, 1.564], [3.409, -0.220, -0.757]]
}



Which of these has the highest charge? H4InO2



What is the charge in the third record? 0



Look up the charge of the seventh one. 0



Repeat the third record exactly.
{
  "formula": "C4H10O2",
  "method": "ωB97M-V/def2-TZVPD",
  "homo_ev": -9.89,
  "de_lowest_kcal_mol": 47.35,
  "mol_weight_g_mol": 90.122,
  "charge": 0,
  "smiles": "C[C@@H]1CO1.CO",
  "orbital_gap_ev": 10.9,
  "e_tot_ha": -308.822706,
  "elements": ["H", "H", "O", "H", "H", "C", "O", "H", "H", "H", "C", "C", "H", "H", "C", "H"],
  "xyz": [[-0.546, -1.323, -0.455], [-0.938, -0.046, 1.391], [-1.803, -0.429, 1.601], [-3.066, -0.353, -0.056], [1.727, -1.008, 0.560], [1.425, -0.328, -0.238], [0.338, 0.525, 0.123], [2.125, 1.010, -1.758], [3.153, -0.424, -1.513], [-3.635, 0.469, 1.411], [2.538, 0.329, -1.008], [-2.748, 0.253, 0.807], [3.182, 0.906, -0.337], [-0.094, -0.184, -1.840], [0.099, -0.524, -0.822], [-2.358, 1.204, 0.422]]
}